This record from the OMol25 dataset describes a structure of composition C26H32N2O3. The level of theory is ωB97M-V/def2-TZVPD.

The geometry in XYZ format:
```
63
Properties=species:S:1:pos:R:3:nbo_charge:R:1
C 4.42 -1.28 -5.38 -0.631
C 3.79 -0.76 -4.11 -0.006
C 4.39 -1.09 -2.89 -0.213
C 3.87 -0.58 -1.69 -0.019
C 4.66 -0.95 -0.47 -0.644
C 2.70 0.21 -1.68 0.049
C 2.08 0.66 -0.35 -0.262
C 2.93 1.83 0.21 -0.595
C 1.92 -0.48 0.66 -0.478
C 0.47 -0.68 1.17 -0.029
C 0.15 -2.11 1.26 -0.084
C -0.60 -2.86 0.31 0.025
C -0.97 -2.25 -1.01 -0.649
C -1.05 -4.17 0.62 -0.226
C -0.66 -4.81 1.81 -0.004
C -1.12 -6.22 2.12 -0.636
C 0.24 -4.13 2.64 -0.181
C 0.69 -2.84 2.37 0.001
C 1.72 -2.26 3.26 -0.660
C 2.11 0.52 -2.91 -0.030
C 0.88 1.38 -2.96 -0.635
C 2.63 0.02 -4.10 -0.220
H 3.87 -0.99 -6.27 0.214
H 5.45 -0.93 -5.51 0.220
H 4.48 -2.38 -5.38 0.219
H 5.29 -1.74 -2.88 0.207
H 4.50 -0.29 0.39 0.214
H 4.43 -1.98 -0.14 0.220
H 5.74 -0.93 -0.69 0.223
H 1.10 1.10 -0.54 0.215
H 2.96 2.65 -0.50 0.211
H 2.54 2.24 1.14 0.208
H 3.95 1.52 0.40 0.203
H 2.18 -1.48 0.24 0.244
H 2.66 -0.30 1.49 0.258
H -0.30 -0.14 0.55 0.236
H -1.47 -3.00 -1.64 0.222
H -1.68 -1.42 -0.89 0.229
H -0.09 -1.86 -1.57 0.224
H -1.77 -4.67 -0.07 0.212
H -0.76 -6.55 3.09 0.215
H -2.22 -6.27 2.12 0.222
H -0.78 -7.01 1.42 0.225
H 0.51 -4.63 3.57 0.199
H 1.83 -2.85 4.18 0.218
H 2.69 -2.20 2.76 0.222
H 1.43 -1.25 3.52 0.248
H 0.64 1.53 -4.02 0.217
H 0.01 0.91 -2.48 0.217
H 1.03 2.37 -2.50 0.218
H 2.12 0.28 -5.04 0.206
C -0.32 0.62 2.55 -0.478
C 0.75 1.31 3.27 0.663
O 1.83 0.78 3.54 -0.611
N 0.59 2.66 3.61 -0.661
C -0.54 3.46 3.50 0.802
O -0.65 4.57 3.98 -0.586
N -1.52 2.81 2.73 -0.663
C -1.52 1.47 2.26 0.665
O -2.52 1.09 1.63 -0.580
H -0.51 -0.40 2.95 0.319
H 1.33 3.07 4.19 0.435
H -2.40 3.34 2.71 0.436
```

Properties
- relative energy (zero: lowest compared OMol25 entry of this formula, charge and spin) (kcal per mole) = 11.2
- HOMO (eV) = -8.6
- energy (hartree) = -1345.170391
- molecular weight (g/mol) = 420.55
- frontier orbital gap (eV) = 8.0